{
  "formula": "C3H7ClN",
  "method": "ωB97M-V/def2-TZVPD",
  "symbols": ["C", "C", "C", "N", "Cl", "H", "H", "H", "H", "H", "H", "H"],
  "xyz": [[-0.440, 0.791, -1.239], [-0.573, 0.258, 0.185], [0.352, -0.947, 0.503], [0.696, -1.143, 1.877], [2.023, 0.023, 2.214], [0.620, 0.890, -1.493], [-0.874, 0.095, -1.962], [-0.903, 1.771, -1.374], [-0.366, 1.041, 0.917], [-1.606, -0.067, 0.348], [1.241, -0.851, -0.157], [-0.169, -1.863, 0.182]],
  "nbo_charge": [-0.61, -0.43, -0.25, -0.74, -0.18, 0.20, 0.18, 0.19, 0.20, 0.17, 0.12, 0.16],
  "total_charge": -1,
  "energy_ha": -633.4071,
  "orbital_gap_ha": 0.21703,
  "mol_weight_g_mol": 92.5,
  "de_lowest_ev": 0.0000
}

---

{
  "formula": "C5H10NO",
  "method": "ωB97M-V/def2-TZVPD",
  "symbols": ["C", "C", "N", "C", "C", "C", "O", "H", "H", "H", "H", "H", "H", "H", "H", "H", "H"],
  "xyz": [[-0.591, 2.388, -0.045], [-0.144, 1.130, -0.029], [0.579, 0.698, -1.252], [0.049, 0.414, 1.248], [0.524, -1.074, 1.124], [-0.427, -1.853, 0.194], [-0.206, -1.928, -0.994], [-0.963, 2.870, -0.981], [-0.786, 3.014, 0.820], [0.229, -0.251, -1.476], [1.597, 0.629, -1.160], [0.330, 1.359, -1.991], [-0.935, 0.348, 1.764], [0.743, 1.053, 1.835], [1.564, -1.329, 0.908], [0.529, -1.383, 2.236], [-1.451, -2.004, 0.587]],
  "nbo_charge": [-0.33, 0.11, -0.71, -0.46, -0.55, 0.47, -0.55, 0.22, 0.25, 0.47, 0.45, 0.45, 0.26, 0.27, 0.25, 0.27, 0.15],
  "smiles": "C=C([NH3+])CCC=O",
  "total_charge": 1,
  "energy_ha": -326.1960,
  "orbital_gap_ha": 0.39101,
  "mol_weight_g_mol": 100.1,
  "de_lowest_ev": 2.3340
}

---

{
  "formula": "C15H28IN4O2RhSi",
  "method": "ωB97M-V/def2-TZVPD",
  "symbols": ["C", "I", "H", "H", "H", "C", "C", "N", "C", "N", "H", "H", "C", "C", "N", "H", "N", "H", "Rh", "C", "O", "C", "C", "H", "H", "H", "C", "H", "H", "H", "C", "H", "H", "H", "C", "H", "H", "H", "C", "Si", "C", "C", "O", "H", "H", "H", "H", "H", "H", "H", "H", "H"],
  "xyz": [[0.911, 0.002, -4.507], [-0.719, 0.633, -3.152], [0.439, -0.719, -5.175], [1.771, -0.419, -3.995], [1.144, 0.935, -5.032], [-1.125, 4.030, 0.235], [-2.299, 3.426, -0.054], [-1.998, 2.130, -0.444], [-0.663, 1.923, -0.414], [-0.124, 3.094, 0.003], [-0.915, 5.020, 0.603], [-3.317, 3.774, 0.010], [1.874, -3.621, -0.297], [0.940, -1.666, -0.915], [1.933, -2.243, -0.196], [0.440, -4.851, -1.438], [0.258, -2.705, -1.452], [2.554, -4.266, 0.225], [0.306, 0.216, -0.810], [1.883, 0.603, -1.711], [2.916, 0.732, -2.245], [0.842, -3.910, -1.107], [-0.928, -2.652, -2.285], [-1.518, -3.554, -2.096], [-0.654, -2.628, -3.347], [-1.527, -1.770, -2.044], [2.909, -1.575, 0.642], [3.898, -2.008, 0.454], [2.671, -1.732, 1.702], [2.935, -0.505, 0.419], [1.278, 3.333, 0.286], [1.567, 4.306, -0.120], [1.885, 2.547, -0.169], [1.444, 3.343, 1.369], [-3.033, 1.148, -0.746], [-2.752, 0.163, -0.353], [-3.201, 1.096, -1.830], [-3.951, 1.490, -0.255], [1.008, 0.477, 2.831], [-0.638, -0.293, 2.322], [-0.739, -1.999, 3.120], [-1.921, 0.911, 3.020], [-0.931, -0.545, 0.755], [0.935, 0.761, 3.891], [1.248, 1.385, 2.268], [1.856, -0.209, 2.741], [-0.590, -1.972, 4.208], [-1.729, -2.429, 2.908], [0.007, -2.678, 2.683], [-1.729, 1.946, 2.709], [-2.920, 0.633, 2.661], [-1.929, 0.888, 4.120]],
  "nbo_charge": [-0.98, -0.88, 0.20, 0.19, 0.20, -0.10, -0.07, -0.37, 0.27, -0.38, 0.22, 0.23, -0.20, 0.28, -0.37, 0.22, -0.36, 0.22, 0.34, 0.56, -0.55, -0.09, -0.42, 0.20, 0.21, 0.25, -0.82, 0.19, 0.20, 0.21, -0.46, 0.20, 0.23, 0.20, -0.47, 0.26, 0.23, 0.19, -1.25, 1.90, -1.17, -1.15, -1.27, 0.22, 0.21, 0.22, 0.21, 0.22, 0.23, 0.22, 0.22, 0.22],
  "spin_multiplicity": 5,
  "total_charge": -2,
  "energy_ha": -1655.4372,
  "s_squared": 6.009,
  "orbital_gap_ha": [0.07037, 0.28448],
  "mol_weight_g_mol": 554.3
}

---

{
  "formula": "C5H11N",
  "method": "ωB97M-V/def2-TZVPD",
  "symbols": ["C", "C", "C", "C", "C", "N", "H", "H", "H", "H", "H", "H", "H", "H", "H", "H", "H"],
  "xyz": [[-1.208, 1.259, 1.840], [-1.374, -0.193, 1.484], [-0.416, -0.885, 0.485], [-0.137, -0.091, -0.784], [0.915, -0.477, -1.648], [2.212, 0.245, -1.710], [-2.202, 1.710, 1.911], [-0.653, 1.402, 2.771], [-0.714, 1.823, 1.043], [-2.334, -0.270, 0.951], [-1.438, -0.826, 2.374], [-0.898, -1.857, 0.254], [0.555, -1.103, 0.966], [-0.903, 0.638, -1.059], [0.819, -1.117, -2.543], [2.869, -0.522, -1.896], [2.434, 0.573, -0.771]],
  "nbo_charge": [-0.63, -0.39, -0.38, -0.77, -0.05, -0.90, 0.18, 0.18, 0.23, 0.17, 0.17, 0.13, 0.16, 0.16, 0.08, 0.32, 0.34],
  "spin_multiplicity": 2,
  "total_charge": -1,
  "energy_ha": -251.7290,
  "s_squared": 0.754,
  "orbital_gap_ha": [0.18067, 0.18099],
  "mol_weight_g_mol": 85.1,
  "de_lowest_ev": 1.9238
}

---

Question: What is the formula in the second record?
Answer: C5H10NO